# 1
A molecular structure, C10H33F6N9O14S2Y at a distorted geometry. Source: OMol25; level of theory: wB97M-V/def2-TZVPD.

Positions of all 75 atoms, in Å:
Y1 -4.913 2.742 3.873
C1 -0.857 -0.823 -0.294
F1 -0.674 -1.592 -1.375
F2 -0.210 -1.318 0.821
F3 -0.386 0.394 -0.595
S1 -2.704 -0.725 0.119
O1 -2.695 0.266 1.210
O2 -3.395 -0.310 -1.158
O3 -3.095 -2.075 0.556
C2 0.702 0.352 6.753
F4 1.366 0.077 7.802
F5 1.430 1.036 5.877
F6 0.324 -0.790 6.119
S2 -0.858 1.310 7.309
O4 -1.537 0.535 8.327
O5 -0.293 2.613 7.794
O6 -1.703 1.515 6.100
C3 4.073 -1.204 -5.774
C4 4.971 -2.079 -4.874
C5 5.962 -1.108 -4.129
O7 7.043 -0.569 -5.035
C6 8.116 -1.482 -5.097
N1 4.150 -2.845 -3.925
H1 4.611 -0.369 -6.221
H2 3.329 -0.693 -5.162
H3 3.607 -1.768 -6.582
H4 5.503 -2.820 -5.471
H5 6.279 -1.731 -3.293
H6 5.392 -0.268 -3.733
H7 8.747 -1.703 -4.236
H8 8.801 -1.137 -5.873
H9 7.731 -2.447 -5.427
H10 3.610 -3.532 -4.432
H11 3.452 -2.196 -3.589
O8 -1.870 0.809 -4.526
H12 -2.595 0.754 -3.903
H13 -1.691 -0.100 -4.767
O9 -5.295 4.009 0.623
H14 -6.127 3.788 0.203
H15 -4.723 4.267 -0.100
O10 1.007 4.098 -3.587
H16 0.320 3.431 -3.586
H17 1.624 3.807 -2.916
C7 4.658 2.334 0.515
O11 3.768 2.927 -0.053
N2 4.810 1.089 0.716
N3 5.661 2.887 1.079
H18 5.651 0.808 1.199
H19 4.091 0.386 0.617
H20 5.749 3.873 1.278
H21 6.503 2.361 1.265
C8 -7.111 -4.451 -2.702
O12 -7.926 -5.294 -3.079
N4 -6.942 -3.349 -3.343
N5 -6.311 -4.574 -1.677
H22 -6.353 -2.605 -2.998
H23 -7.560 -3.158 -4.118
H24 -5.609 -3.920 -1.362
H25 -6.353 -5.476 -1.225
C9 -0.141 5.267 2.482
O13 -1.249 4.691 2.625
N6 0.206 5.850 1.328
N7 0.730 5.404 3.451
H26 1.184 6.103 1.345
H27 -0.201 5.584 0.443
H28 1.619 5.824 3.216
H29 0.469 4.728 4.154
C10 -5.583 -2.908 5.030
O14 -5.396 -1.783 4.767
N8 -6.192 -3.344 6.096
N9 -5.225 -3.926 4.312
H30 -6.604 -2.663 6.718
H31 -6.494 -4.308 6.095
H32 -4.950 -3.603 3.395
H33 -5.429 -4.869 4.607

Largest force on an atom, hartree/bohr: 0.1573
Charge: +1
M, g/mol: 770.451
Total energy, eV: -91982.212
HOMO, eV: -10.6

***

# 2
A molecular structure, C10H34N14O12Zn at a distorted geometry. Source: OMol25; level of theory: wB97M-V/def2-TZVPD.

Positions of all 71 atoms, in Å:
Zn1 11.571 16.579 -3.549
C1 10.244 15.904 -5.556
O1 10.527 15.179 -4.539
O2 9.526 15.547 -6.539
O3 10.742 17.091 -5.449
C2 8.953 17.642 -2.114
O4 10.022 17.145 -2.551
N1 7.779 17.633 -2.760
N2 8.860 18.235 -0.913
H1 6.996 17.960 -2.225
H2 7.595 17.129 -3.620
H3 8.098 18.881 -0.822
H4 9.676 18.343 -0.335
C3 11.629 12.961 -8.114
O5 12.268 12.251 -8.898
N3 11.021 14.093 -8.497
N4 11.725 12.839 -6.761
H5 10.518 14.627 -7.786
H6 10.962 14.506 -9.408
H7 12.087 12.026 -6.302
H8 11.176 13.513 -6.261
C4 13.346 17.576 -7.761
O6 14.462 17.463 -8.265
N5 13.089 18.284 -6.630
N6 12.303 16.831 -8.181
H9 12.270 18.276 -6.049
H10 13.771 19.003 -6.445
H11 11.607 16.797 -7.454
H12 12.235 16.399 -9.079
C5 5.578 15.859 -5.125
O7 5.696 14.660 -4.920
N7 6.600 16.703 -5.402
N8 4.367 16.459 -5.282
H13 7.534 16.322 -5.431
H14 6.376 17.654 -5.625
H15 3.532 15.918 -5.149
H16 4.409 17.460 -5.237
C6 10.715 20.701 -6.223
O8 11.219 21.814 -6.211
N9 9.925 20.226 -7.231
N10 10.829 19.857 -5.150
H17 9.748 19.236 -7.237
H18 10.020 20.794 -8.058
H19 10.457 18.924 -5.240
H20 10.926 20.293 -4.251
C7 7.585 17.452 -9.016
O9 7.035 18.071 -9.922
N11 6.997 16.528 -8.260
N12 8.939 17.490 -8.686
H21 6.022 16.289 -8.256
H22 7.623 16.024 -7.661
H23 9.307 16.886 -7.959
H24 9.405 18.273 -9.114
C8 7.544 12.217 -7.669
O10 7.024 12.147 -6.573
N13 8.193 13.332 -8.089
N14 7.672 11.140 -8.499
H25 8.482 14.106 -7.494
H26 8.620 13.399 -8.997
H27 7.689 10.199 -8.160
H28 7.557 11.328 -9.480
C9 9.412 12.004 -3.912
C10 8.712 10.859 -3.133
O11 7.321 10.927 -3.273
O12 8.632 13.183 -3.696
H29 9.506 11.839 -4.988
H30 10.424 12.217 -3.549
H31 9.062 10.868 -2.094
H32 8.965 9.871 -3.536
H33 6.914 10.073 -3.132
H34 9.292 13.886 -3.720

Largest force on an atom, hartree/bohr: 0.0702
M, g/mol: 607.858
Total energy, eV: -104775.356
HOMO, eV: -8.7

***

# 3
7 unconnected molecules or ions with the total composition C10H34O7 at a distorted geometry. Source: OMol25; level of theory: wB97M-V/def2-TZVPD.

Positions of all 51 atoms, in Å:
C1 -6.886 -2.061 0.585
C2 -7.093 -2.533 2.063
O1 -7.947 -1.700 2.766
H1 -6.190 -2.672 0.011
H2 -6.275 -1.158 0.584
H3 -7.764 -1.915 -0.044
H4 -6.141 -2.729 2.557
H5 -7.609 -3.479 2.226
H6 -7.451 -0.879 2.754
C3 1.497 5.091 6.888
C4 2.614 6.079 6.721
O2 2.386 6.959 5.692
H7 1.640 4.573 7.836
H8 1.384 4.298 6.149
H9 0.479 5.474 6.816
H10 3.469 5.441 6.497
H11 2.752 6.576 7.681
H12 2.742 7.813 5.947
C5 1.371 -0.485 -0.014
C6 0.494 -1.305 -0.790
O3 0.553 -1.040 -2.212
H13 2.413 -0.593 -0.317
H14 1.162 -0.704 1.034
H15 1.159 0.564 -0.221
H16 -0.520 -1.052 -0.479
H17 0.759 -2.354 -0.658
H18 1.313 -1.563 -2.479
C7 4.327 -8.633 -2.931
O4 3.778 -8.383 -4.204
H19 5.410 -8.722 -2.840
H20 3.948 -7.895 -2.225
H21 4.007 -9.614 -2.580
H22 3.128 -9.015 -4.518
C8 6.131 2.692 -3.658
O5 5.009 1.976 -3.822
H23 6.318 3.372 -4.489
H24 6.187 3.237 -2.715
H25 6.921 1.945 -3.736
H26 4.275 2.411 -3.383
C9 -3.875 2.306 4.328
O6 -5.131 2.315 3.714
H27 -3.783 1.361 4.863
H28 -3.038 2.456 3.645
H29 -3.968 3.037 5.131
H30 -4.995 2.799 2.897
C10 0.411 -0.372 -8.861
O7 -0.826 -0.414 -8.057
H31 0.180 -0.610 -9.899
H32 0.753 0.660 -8.780
H33 1.093 -1.040 -8.335
H34 -0.572 -0.515 -7.137

Largest force on an atom, hartree/bohr: 0.0661
Energy above the lowest of the compared OMol25 structures with the same formula, charge and spin, kcal per mole: 115.8
M, g/mol: 266.375
Total energy, eV: -25249.108
HOMO, eV: -10.2

***

# 4
10 unconnected molecules or ions with the total composition C10H36F3N18O12S at a distorted geometry. Source: OMol25; level of theory: wB97M-V/def2-TZVPD.

Positions of all 80 atoms, in Å:
C1 -19.729 1.043 2.493
F1 -19.814 0.123 1.552
F2 -19.609 2.229 1.852
F3 -20.909 1.128 3.202
S1 -18.474 0.830 3.731
O1 -18.459 2.125 4.382
O2 -18.927 -0.283 4.558
O3 -17.352 0.516 2.864
C2 -21.304 1.131 7.794
O4 -21.073 1.768 8.798
N1 -20.358 0.840 6.788
N2 -22.478 0.497 7.593
H1 -19.436 1.285 7.015
H2 -20.617 0.515 5.869
H3 -23.286 0.646 8.162
H4 -22.652 0.095 6.721
C3 -15.518 0.610 7.045
O5 -15.683 -0.346 7.818
N3 -16.114 0.808 5.827
N4 -14.595 1.648 7.294
H5 -15.605 1.385 5.197
H6 -16.235 -0.160 5.527
H7 -14.193 1.615 8.175
H8 -14.937 2.655 7.125
C4 -19.169 -2.947 7.604
O6 -19.411 -4.091 7.973
N5 -19.746 -2.385 6.570
N6 -18.396 -2.085 8.301
H9 -20.528 -2.900 6.249
H10 -19.315 -1.703 5.958
H11 -17.707 -2.440 8.954
H12 -18.358 -1.123 7.980
C5 -16.980 5.261 4.881
O7 -16.694 6.409 5.144
N7 -17.415 4.805 3.681
N8 -16.903 4.275 5.904
H13 -17.740 5.475 2.991
H14 -17.595 3.821 3.564
H15 -17.005 3.271 5.685
H16 -16.712 4.523 6.872
C6 -15.905 -3.102 3.701
O8 -16.217 -4.296 3.446
N9 -14.799 -2.507 3.179
N10 -16.636 -2.267 4.501
H17 -14.111 -3.162 2.868
H18 -14.316 -1.833 3.774
H19 -17.439 -2.522 5.070
H20 -16.635 -1.302 4.138
C7 -16.993 -7.074 1.471
O9 -15.953 -7.110 0.834
N11 -17.546 -8.140 2.211
N12 -17.841 -5.973 1.457
H21 -16.833 -8.682 2.653
H22 -18.462 -8.015 2.594
H23 -18.586 -5.964 2.090
H24 -17.336 -5.103 1.308
C8 -22.406 -3.858 3.280
O10 -23.344 -3.107 3.030
N13 -21.052 -3.600 2.951
N14 -22.574 -5.093 3.938
H25 -20.371 -4.363 3.027
H26 -20.795 -2.755 2.398
H27 -21.768 -5.681 3.990
H28 -23.513 -5.300 4.288
C9 -17.946 2.933 9.079
O11 -16.841 3.323 8.801
N15 -18.985 3.712 9.509
N16 -18.262 1.606 9.091
H29 -18.785 4.662 9.323
H30 -19.922 3.320 9.408
H31 -19.199 1.328 9.334
H32 -17.576 0.942 8.843
C10 -19.443 -5.930 5.029
O12 -19.813 -6.281 3.872
N17 -20.168 -6.153 6.194
N18 -18.270 -5.243 5.182
H33 -21.137 -6.456 6.121
H34 -19.886 -5.431 6.843
H35 -17.830 -5.224 6.074
H36 -17.563 -5.331 4.430

Largest force on an atom, hartree/bohr: 0.0610
Charge: -1
Energy above the lowest of the compared OMol25 structures with the same formula, charge and spin, kcal per mole: 0.0
M, g/mol: 689.573
Total energy, eV: -81347.304
HOMO, eV: -7.3

***

# 5
9 unconnected molecules or ions with the total composition C10H38N16O10 at a distorted geometry. Source: OMol25; level of theory: wB97M-V/def2-TZVPD.

Positions of all 74 atoms, in Å:
N1 -1.128 -1.538 -3.534
C1 -0.574 -1.418 -4.742
N2 -1.545 -1.874 -5.590
O1 0.540 -1.071 -5.099
H1 -0.424 -1.304 -2.841
H2 -1.944 -2.096 -3.397
H3 -2.495 -1.984 -5.300
H4 -1.213 -1.790 -6.542
N3 0.433 -2.684 3.051
C2 1.279 -1.990 3.885
N4 0.610 -1.056 4.549
O2 2.471 -2.158 3.966
H5 -0.566 -2.601 2.987
H6 0.832 -3.409 2.477
H7 1.074 -0.389 5.142
H8 -0.380 -1.225 4.559
N5 3.037 0.034 -3.615
C3 4.044 0.802 -4.120
N6 3.778 1.117 -5.374
O3 5.060 1.100 -3.505
H9 3.070 -0.229 -2.638
H10 2.346 -0.237 -4.294
H11 2.850 1.095 -5.759
H12 4.513 1.732 -5.694
N7 -2.865 1.948 7.164
C4 -2.219 1.631 6.042
N8 -1.925 0.324 6.003
O4 -2.099 2.344 5.052
H13 -3.145 2.907 7.298
H14 -2.958 1.308 7.933
H15 -1.511 -0.181 6.766
H16 -2.057 0.031 5.047
N9 4.599 -1.836 0.562
C5 3.462 -1.718 -0.129
N10 2.536 -2.620 0.203
O5 3.195 -0.849 -0.966
H17 5.426 -1.310 0.336
H18 4.635 -2.441 1.364
H19 2.586 -3.216 1.012
H20 1.692 -2.731 -0.349
N11 -0.733 2.673 -2.990
C6 0.296 3.554 -3.049
N12 1.425 2.937 -3.438
O6 0.210 4.724 -2.737
H21 -1.650 3.078 -2.896
H22 -0.598 1.708 -3.239
H23 2.240 3.510 -3.584
H24 1.577 1.961 -3.231
N13 -1.682 -2.204 -0.348
C7 -1.078 -3.344 -0.702
N14 -1.939 -4.353 -0.834
O7 0.121 -3.500 -0.929
H25 -2.684 -2.142 -0.319
H26 -1.125 -1.362 -0.310
H27 -2.879 -4.160 -0.537
H28 -1.545 -5.156 -1.295
N15 -2.777 2.647 1.006
C8 -4.002 2.960 1.454
N16 -4.046 3.413 2.680
O8 -4.983 3.105 0.722
H29 -1.932 2.824 1.526
H30 -2.696 2.310 0.062
H31 -3.239 3.323 3.278
H32 -4.781 4.069 2.883
O9 0.252 1.420 2.155
C9 0.047 0.518 1.081
C10 0.577 1.056 -0.283
O10 0.432 0.076 -1.282
H33 -0.167 1.139 2.972
H34 0.532 -0.436 1.303
H35 -1.027 0.341 0.962
H36 1.594 1.414 -0.115
H37 0.000 1.939 -0.561
H38 1.239 -0.462 -1.314

Largest force on an atom, hartree/bohr: 0.0746
Energy above the lowest of the compared OMol25 structures with the same formula, charge and spin, kcal per mole: 61.9
M, g/mol: 542.516
Total energy, eV: -55309.633
HOMO, eV: -8.9

***

# 6
A molecular structure, C10H38NbO10 at a distorted geometry. Source: OMol25; level of theory: wB97M-V/def2-TZVPD.

Positions of all 59 atoms, in Å:
C1 -1.510 0.853 3.770
C2 -0.617 -0.356 3.931
O1 -1.344 -1.592 3.788
C3 -0.931 -2.427 2.720
C4 -1.548 -2.147 1.365
O2 -1.290 -0.854 0.880
C5 0.057 -0.635 0.459
C6 0.279 0.877 0.377
O3 1.417 1.305 1.079
C7 2.658 0.837 0.506
Nb1 3.209 2.029 -1.360
C8 2.203 0.863 -2.999
O4 1.940 1.290 -4.332
C9 0.971 2.308 -4.410
C10 -0.446 1.892 -3.981
H1 -0.900 1.751 3.659
H2 -2.176 0.994 4.624
H3 -2.121 0.737 2.872
H4 -0.170 -0.383 4.930
H5 0.199 -0.319 3.206
H6 0.163 -2.421 2.658
H7 -1.220 -3.443 3.007
H8 -1.199 -2.927 0.671
H9 -2.636 -2.225 1.435
H10 0.254 -1.157 -0.482
H11 0.774 -1.033 1.187
H12 -0.578 1.361 0.850
H13 0.308 1.219 -0.667
H14 2.660 -0.260 0.416
H15 3.438 1.060 1.244
H16 1.892 3.380 -1.311
H17 4.307 3.454 -1.055
H18 4.708 0.962 -1.079
H19 4.042 2.344 -2.952
H20 2.887 0.009 -3.103
H21 1.269 0.463 -2.562
H22 1.290 3.186 -3.832
H23 0.957 2.607 -5.460
H24 -1.133 1.892 -4.832
H25 -0.878 2.555 -3.231
H26 -0.439 0.884 -3.563
O5 0.003 2.080 -7.863
H27 0.787 1.963 -8.408
H28 0.097 1.422 -7.163
O6 -0.596 -3.986 5.629
H29 -0.926 -3.235 5.116
H30 -0.080 -3.558 6.321
O7 -3.024 2.166 -8.647
H31 -2.166 2.358 -8.244
H32 -3.113 1.213 -8.555
O8 -1.228 -1.550 7.323
H33 -1.854 -1.607 8.050
H34 -1.713 -1.116 6.610
O9 1.636 -3.215 -1.063
H35 0.854 -3.667 -1.394
H36 1.873 -3.678 -0.254
O10 -4.046 -1.229 4.765
H37 -3.292 -1.212 4.154
H38 -3.962 -2.084 5.200

Largest force on an atom, hartree/bohr: 0.0265
Charge: -1
M, g/mol: 411.310
Total energy, eV: -33005.200
HOMO, eV: -4.6